Here is a 2-piece molecular cluster, C3H13N6 overall in a non-equilibrium geometry from OMol25. Energies are from wB97M-V/def2-TZVPD.

Results
Frontier orbital gap (alpha / beta)   0.2685 / 0.2592 Eh
LUMO level (alpha / beta)   -4.774 / -4.976 eV
E_tot   -12249.8505 eV
F_max   5.5 eV/Å

The geometry in ORCA input format:
```
! wB97M-V def2-TZVPD RIJCOSX def2/J DEFGRID3
* xyz 1 1
N -3.135 -0.276 -1.265
H 3.190 0.815 -1.567
N -3.438 0.054 1.532
H -3.613 0.189 0.580
C 1.644 0.581 0.073
H 1.133 1.350 -0.528
N 4.106 -0.101 0.057
N 0.852 -0.517 0.208
H -1.548 0.008 2.339
H 2.052 1.113 0.934
H 4.378 -1.113 0.221
H -1.067 -0.503 -1.631
H 2.757 -0.757 -1.457
H -3.652 0.815 2.158
H 4.135 0.447 0.820
C -1.372 -0.236 0.294
C 2.926 0.058 -0.721
N -1.962 -0.018 1.450
H 1.033 -1.008 1.072
H -3.179 0.606 -1.900
H -3.449 -1.090 -1.775
N -1.793 -0.417 -0.894
*
```

Löwdin population analysis, charges in e, atoms 1 to 8:
1 N 0.044
2 H 0.138
3 N 0.101
4 H 0.008
5 C -0.302
6 H 0.120
7 N 0.013
8 N 0.112

---

Here is an isolated ion of composition C5H12NO and charge +1 in a non-equilibrium geometry from OMol25. Energies are from wB97M-V/def2-TZVPD.

Results
Frontier orbital gap   0.3898 Eh
LUMO level   -4.276 eV
E_tot   -8908.9302 eV
SMILES   CCC[C@@H]([NH3+])C=O
F_max   5.6 eV/Å

The geometry in ORCA input format:
```
! wB97M-V def2-TZVPD RIJCOSX def2/J DEFGRID3
* xyz 1 1
H 1.022 -0.158 -1.856
C 0.804 0.054 0.357
H 1.643 0.935 0.388
C -1.063 1.320 -0.617
H -0.835 0.894 2.638
H -0.901 1.036 -1.679
O -1.941 2.193 -0.551
N -0.707 1.396 1.761
C -0.645 0.477 0.503
H 1.039 -0.657 1.310
C 1.116 -0.726 -0.972
C 0.341 -2.038 -1.068
H 0.942 -2.761 -0.468
H 0.088 2.010 1.869
H -1.498 1.985 1.537
H -0.695 -2.034 -0.832
H 2.217 -0.966 -0.838
H 0.457 -2.554 -2.066
H -1.385 -0.406 0.583
*
```

Löwdin population analysis, charges in e, atoms 1 to 8:
1 H 0.080
2 C -0.185
3 H 0.175
4 C -0.173
5 H 0.178
6 H 0.158
7 O 0.079
8 N 0.246

---

Here is a single C3H7NO molecule in a non-equilibrium geometry from OMol25. Energies are from wB97M-V/def2-TZVPD.

Results
Frontier orbital gap   0.3741 Eh
LUMO level   0.495 eV
E_tot   -6760.5880 eV
SMILES   C[C@H](N)C=O
F_max   5.0 eV/Å

The geometry in ORCA input format:
```
! wB97M-V def2-TZVPD RIJCOSX def2/J DEFGRID3
* xyz 0 1
H 0.530 1.415 -1.689
H 1.390 -0.108 -2.275
C -0.294 0.695 0.693
H 1.411 -0.358 0.201
O -0.003 0.760 1.928
N -0.520 -1.331 -0.277
C 0.486 0.330 -1.757
H -0.102 -2.243 -0.291
H -1.411 0.853 0.330
C 0.386 -0.196 -0.268
H -0.436 -0.028 -2.295
H -1.184 -1.267 0.527
*
```

Löwdin population analysis, charges in e, atoms 1 to 8:
1 H 0.058
2 H 0.082
3 C -0.226
4 H 0.155
5 O 0.006
6 N 0.020
7 C -0.058
8 H 0.076

---

Here is C10H20Cl2FeN2S as an isolated structure in a non-equilibrium geometry from OMol25. Energies are from wB97M-V/def2-TZVPD.

Results
Frontier orbital gap (alpha / beta)   0.1654 / 0.2319 Eh
LUMO level (alpha / beta)   2.736 / 2.721 eV
E_tot   -83942.0448 eV
<S²>   8.7722
F_max   3.7 eV/Å

The geometry in ORCA input format:
```
! wB97M-V def2-TZVPD RIJCOSX def2/J DEFGRID3
* xyz -1 6
C -2.172 0.863 0.562
H 4.304 -0.939 3.203
Cl -0.030 2.555 -0.325
Fe -0.392 0.482 0.267
H 3.295 -1.656 0.510
H -2.571 2.165 -1.744
Cl -0.431 -0.954 1.919
H -1.492 -0.022 -4.735
N 2.418 0.602 2.630
C -2.912 0.674 -3.269
C -0.739 -0.601 -2.782
H -3.036 -0.636 -0.660
H 3.581 -2.568 3.031
H -0.868 -1.419 -0.770
H 4.997 -2.121 2.061
H -2.415 1.928 0.569
H -4.047 1.249 -1.533
C 2.547 -0.096 1.474
H 0.341 -0.532 -2.942
H -1.012 -1.623 -3.100
C -2.310 0.185 -0.847
C -1.481 0.374 -3.714
C -2.998 1.163 -1.839
C 4.072 -1.744 2.504
H 2.102 1.558 2.485
H 1.938 -1.079 3.867
H 2.724 0.298 4.693
H 1.024 0.399 4.206
N 3.208 -1.245 1.438
H -3.357 1.424 -3.926
C 2.007 0.011 3.917
H -2.665 0.264 1.332
H -0.926 1.313 -3.783
H -3.521 -0.227 -3.366
C -1.072 -0.464 -1.301
S 1.887 0.422 -0.034
*
```

Löwdin population analysis, charges in e, atoms 1 to 8:
1 C -0.397
2 H 0.076
3 Cl -0.020
4 Fe -0.114
5 H 0.116
6 H 0.087
7 Cl 0.081
8 H 0.093

---

Here is a single C10H13ClN2S molecule in a non-equilibrium geometry from OMol25. Energies are from wB97M-V/def2-TZVPD.

Results
Frontier orbital gap   0.3347 Eh
LUMO level   0.450 eV
E_tot   -36916.8127 eV
SMILES   Clc1cccc(SC2CCNCC2)n1
F_max   5.6 eV/Å

The geometry in ORCA input format:
```
! wB97M-V def2-TZVPD RIJCOSX def2/J DEFGRID3
* xyz 0 1
N -2.223 -0.156 1.908
N 1.429 0.413 -2.365
C -2.222 -0.322 0.434
H -0.118 2.388 2.148
H 2.709 -0.425 0.589
C -1.852 1.119 2.451
Cl 1.474 -0.770 -4.756
C 2.525 -0.549 -0.438
H -2.513 1.861 2.196
C -0.427 1.383 1.862
C 2.746 -1.714 -1.095
H -1.076 0.025 -1.240
H -2.462 -1.293 0.025
C -0.432 1.298 0.367
H 2.176 -2.876 -2.890
H 0.394 0.637 2.150
C 1.783 -0.762 -3.040
H -3.056 0.407 0.122
C 2.281 -1.908 -2.324
C -0.925 -0.108 -0.207
C 1.796 0.461 -1.075
H -3.170 -0.424 2.285
H -1.841 0.990 3.597
H -0.228 -0.967 0.076
H 3.104 -2.629 -0.534
H -1.164 2.132 0.013
S 1.291 1.790 -0.259
*
```

Löwdin population analysis, charges in e, atoms 1 to 8:
1 N -0.100
2 N 0.050
3 C -0.259
4 H 0.098
5 H 0.093
6 C -0.226
7 Cl 0.653
8 C -0.093

---

Here is a single C29H29N3O3S molecule from OMol25. Energies are from wB97M-V/def2-TZVPD.

Results
Frontier orbital gap   0.3114 Eh
LUMO level   0.422 eV
E_tot   -51993.0016 eV
SMILES   O=C(NC[C@H]1CCCO1)[C@H](c1cccs1)N(Cc1ccccc1)C(=O)c1ccc(-c2ccccc2)[nH]1
F_max   0.8 eV/Å

The geometry in ORCA input format:
```
! wB97M-V def2-TZVPD RIJCOSX def2/J DEFGRID3
* xyz 0 1
H -4.630 3.839 -3.457
C 5.034 -1.883 -1.729
C 0.013 -1.511 1.514
H -1.524 1.813 0.238
N -0.769 -1.632 2.627
H 1.392 -2.980 0.602
H -3.326 3.882 0.075
H -3.156 5.765 -3.582
C -3.019 2.191 -1.231
S 1.790 1.444 -3.409
H -1.329 -0.863 2.964
H -1.093 -5.384 3.975
N 0.555 -0.009 -0.339
C -3.504 5.484 -2.591
H 2.802 -0.887 0.601
C -0.665 -2.871 3.160
H -3.300 -4.454 7.506
H 2.162 -1.852 -3.505
C -1.957 -2.363 5.218
H 3.377 1.939 -0.214
C 0.651 1.370 -0.837
H 0.564 -4.581 2.520
H -1.853 -1.305 5.028
H -3.742 6.385 -2.026
C 3.484 1.705 -3.517
C 1.855 1.568 -1.687
C 3.184 -1.215 -0.355
H -3.073 -2.048 7.009
H -5.673 5.093 -2.734
C 2.319 -1.348 -1.433
C 2.827 -1.754 -2.659
H -3.052 1.970 -2.301
C 4.534 -1.480 -0.503
H 5.106 2.092 -2.154
O -0.483 0.758 1.508
C 4.177 -2.020 -2.807
H -1.885 4.044 -2.521
O -4.731 3.905 -1.388
C -2.202 -5.063 5.770
C -0.655 1.688 -1.587
C -3.388 3.670 -1.000
H 0.303 -1.957 -0.996
C -4.724 4.566 -2.638
C -2.766 -4.131 6.625
H 3.954 1.721 -4.480
C 4.059 1.901 -2.303
C 0.015 -0.193 0.888
C -2.640 -2.781 6.344
C 0.662 -2.727 1.344
C 3.122 1.821 -1.253
C -1.386 -3.293 4.346
N -1.687 1.898 -0.762
H 5.197 -1.369 0.342
H 4.560 -2.329 -3.768
H -1.840 5.212 -1.196
H 6.088 -2.084 -1.845
H -3.744 1.559 -0.711
C -1.520 -4.651 4.642
C -2.497 4.620 -1.828
O -0.727 1.696 -2.802
H -2.297 -6.118 5.983
C 0.844 -1.054 -1.294
C 0.233 -3.574 2.366
H 0.716 2.011 0.052
H 0.449 -0.738 -2.266
*
```

Löwdin population analysis, charges in e, atoms 1 to 8:
1 H 0.123
2 C -0.091
3 C -0.161
4 H 0.120
5 N 0.142
6 H 0.098
7 H 0.148
8 H 0.111

---

Repeat the second record exactly.
Here is an isolated ion of composition C5H12NO and charge +1 in a non-equilibrium geometry from OMol25. Energies are from wB97M-V/def2-TZVPD.

Results
Frontier orbital gap   0.3898 Eh
LUMO level   -4.276 eV
E_tot   -8908.9302 eV
SMILES   CCC[C@@H]([NH3+])C=O
F_max   5.6 eV/Å

The geometry in ORCA input format:
```
! wB97M-V def2-TZVPD RIJCOSX def2/J DEFGRID3
* xyz 1 1
H 1.022 -0.158 -1.856
C 0.804 0.054 0.357
H 1.643 0.935 0.388
C -1.063 1.320 -0.617
H -0.835 0.894 2.638
H -0.901 1.036 -1.679
O -1.941 2.193 -0.551
N -0.707 1.396 1.761
C -0.645 0.477 0.503
H 1.039 -0.657 1.310
C 1.116 -0.726 -0.972
C 0.341 -2.038 -1.068
H 0.942 -2.761 -0.468
H 0.088 2.010 1.869
H -1.498 1.985 1.537
H -0.695 -2.034 -0.832
H 2.217 -0.966 -0.838
H 0.457 -2.554 -2.066
H -1.385 -0.406 0.583
*
```

Löwdin population analysis, charges in e, atoms 1 to 8:
1 H 0.080
2 C -0.185
3 H 0.175
4 C -0.173
5 H 0.178
6 H 0.158
7 O 0.079
8 N 0.246

---

Question: Among the records above, which one has the lowest E_tot?
Answer: C10H20Cl2FeN2S